Arrangement w

The following is a quantum chemistry calculation of one molecule with the formula C21H24FN3O5S, from the OMol25 dataset.

Results
multiplicity: 1
charge: 0
Kohn-Sham gap: 9.19 eV
HOMO: -8.7 eV
LUMO: 0.01725 Eh
SMILES string: O=C(NCCCc1ccccc1)C(=O)NC[C@H]1OCCN1S(=O)(=O)c1ccc(F)cc1

Each line ends with the Mulliken charge.
Cartesian coordinates (Å):
O -2.16 -2.93 1.64  -0.715
C -1.83 -2.89 0.47  0.593
N -2.58 -2.47 -0.55  -0.049
C -3.88 -1.88 -0.41  -0.878
C -3.85 -0.36 -0.61  -0.387
C -3.13 0.36 0.53  0.157
C -3.20 1.85 0.33  -0.021
C -4.26 2.58 0.85  -0.320
C -4.35 3.95 0.64  -0.624
C -3.38 4.59 -0.12  -0.364
C -2.33 3.87 -0.65  -0.838
C -2.24 2.50 -0.43  -0.169
C -0.44 -3.34 0.02  0.464
O -0.16 -3.53 -1.15  -0.672
N 0.39 -3.51 1.07  -0.102
C 1.82 -3.52 0.90  -1.024
C 2.32 -2.06 0.75  -0.005
O 3.69 -1.97 0.43  -0.525
C 3.80 -1.99 -0.99  -0.398
C 2.38 -1.69 -1.53  -0.783
N 1.61 -1.43 -0.33  0.254
S 1.03 0.10 -0.08  1.360
O 0.33 0.47 -1.27  -0.806
O 0.31 0.05 1.16  -0.775
C 2.47 1.14 0.11  -0.045
C 3.03 1.73 -1.01  -0.280
C 4.19 2.46 -0.90  -0.816
C 4.77 2.58 0.36  0.433
F 5.91 3.28 0.48  -0.324
C 4.22 2.01 1.49  -0.809
C 3.05 1.28 1.36  -0.055
H -2.13 -2.46 -1.46  0.252
H -4.23 -2.12 0.60  0.391
H -4.56 -2.34 -1.14  0.365
H -4.88 0.00 -0.67  0.323
H -3.36 -0.13 -1.56  0.315
H -3.59 0.09 1.48  0.532
H -2.08 0.05 0.56  -0.523
H -5.01 2.08 1.45  0.392
H -5.17 4.51 1.06  0.377
H -3.45 5.66 -0.29  0.376
H -1.57 4.37 -1.24  0.416
H -1.42 1.94 -0.84  0.495
H 0.00 -3.22 1.96  0.294
H 2.30 -3.99 1.76  0.349
H 2.04 -4.08 -0.01  0.374
H 2.14 -1.52 1.68  0.489
H 4.17 -2.97 -1.32  0.279
H 4.53 -1.22 -1.27  0.339
H 2.33 -0.83 -2.18  0.384
H 1.95 -2.56 -2.04  0.424
H 2.52 1.62 -1.96  0.504
H 4.65 2.93 -1.75  0.461
H 4.70 2.14 2.45  0.465
H 2.57 0.84 2.21  0.451

Arrangement x

The following is a quantum chemistry calculation of one molecule with the formula C21H24FN3O5S, from the OMol25 dataset.

Results
multiplicity: 1
charge: 0
Kohn-Sham gap: 8.94 eV
HOMO: -8.3 eV
LUMO: 0.02220 Eh
SMILES string: CCOc1cc(S(=O)(=O)n2cc(-c3ccc(F)cc3)c(N)n2)cc(OCC)c1OCC

Each line ends with the Mulliken charge.
Cartesian coordinates (Å):
C 3.74 -1.03 0.21  -0.265
C 4.11 -0.97 -1.27  -0.687
O 3.16 -1.62 -2.10  -0.454
C 1.93 -1.08 -2.25  0.236
C 1.58 0.19 -1.81  -0.378
C 0.28 0.61 -1.96  -0.642
S -0.11 2.18 -1.23  1.333
O 0.96 3.10 -1.40  -0.709
O -1.45 2.60 -1.52  -0.707
N -0.15 1.72 0.42  0.408
C -1.15 1.88 1.32  -0.598
C -0.74 1.35 2.52  0.058
C -1.48 1.32 3.77  0.197
C -2.84 1.03 3.77  -0.505
C -3.57 1.00 4.95  -0.618
C -2.91 1.27 6.14  0.355
F -3.61 1.23 7.29  -0.323
C -1.56 1.57 6.17  -0.722
C -0.85 1.60 4.99  -0.325
C 0.57 0.85 2.24  0.392
N 1.37 0.11 3.07  -0.433
N 0.91 1.08 0.98  -0.784
C -0.69 -0.17 -2.53  -0.569
C -0.36 -1.43 -3.03  0.548
O -1.39 -2.08 -3.62  -0.501
C -1.43 -3.49 -3.77  -0.197
C -1.41 -4.22 -2.43  -1.046
C 0.97 -1.88 -2.91  0.380
O 1.31 -3.12 -3.40  -0.483
C 2.35 -3.18 -4.37  -0.250
C 2.02 -2.37 -5.62  -1.101
H 4.56 -0.61 0.80  0.447
H 2.83 -0.48 0.41  -0.272
H 3.60 -2.07 0.51  0.328
H 4.26 0.06 -1.59  0.388
H 5.04 -1.53 -1.45  0.380
H 2.28 0.86 -1.34  0.590
H -2.05 2.38 1.02  0.584
H -3.34 0.82 2.83  0.439
H -4.62 0.78 4.96  0.433
H -1.09 1.79 7.12  0.431
H 0.19 1.87 5.01  0.533
H 2.33 0.02 2.78  0.199
H 1.21 0.21 4.06  0.281
H -1.70 0.19 -2.61  0.568
H -0.62 -3.85 -4.41  0.110
H -2.38 -3.66 -4.28  0.414
H -0.44 -4.09 -1.95  0.232
H -1.59 -5.28 -2.59  0.383
H -2.18 -3.82 -1.78  0.319
H 2.42 -4.24 -4.61  0.377
H 3.29 -2.84 -3.94  0.246
H 1.07 -2.69 -6.05  0.271
H 1.94 -1.31 -5.37  0.291
H 2.80 -2.50 -6.36  0.420

Last place for stability: arrangement x

Arrangement w

The following is a quantum chemistry calculation of one molecule with the formula C4H6O2S2, from the OMol25 dataset.

Results
multiplicity: 1
charge: 0
Kohn-Sham gap: 9.13 eV
HOMO: -8.8 eV
LUMO: 0.01270 Eh
SMILES string: O[C@@H]1COC(=S)SC1

Each line ends with the Mulliken charge.
Cartesian coordinates (Å):
O -1.82 -0.63 1.35  -0.523
C -1.97 -0.36 -0.02  -0.292
C -1.04 -1.25 -0.86  -0.455
O 0.31 -1.20 -0.32  -0.305
C 1.00 -0.07 -0.14  0.264
S 2.58 -0.26 0.22  -0.288
S 0.17 1.43 -0.08  -0.086
C -1.59 1.14 -0.33  -0.653
H -0.92 -0.37 1.62  0.455
H -3.02 -0.57 -0.22  0.413
H -1.38 -2.29 -0.83  0.287
H -1.02 -0.97 -1.89  0.348
H -1.82 1.48 -1.28  0.485
H -2.05 1.82 0.39  0.351

Arrangement x

The following is a quantum chemistry calculation of a 2-piece molecular cluster, C4H6O2S2 overall, from the OMol25 dataset.

Results
multiplicity: 1
charge: 0
Kohn-Sham gap: 9.29 eV
HOMO: -8.9 eV
LUMO: 0.01451 Eh

Each line ends with the Mulliken charge.
Cartesian coordinates (Å):
C -0.47 -2.66 -1.19  -0.216
C 1.69 1.77 -0.23  -0.697
C -1.24 -1.97 -1.78  -0.483
C 0.75 0.86 -0.45  -0.039
O -1.59 1.24 1.72  -0.463
O 0.90 0.28 2.19  -0.562
S -1.61 -0.20 0.83  0.074
S 0.54 -0.39 0.94  0.384
H 0.33 -3.27 -0.91  0.420
H -1.74 1.18 2.69  0.340
H 2.09 2.44 -0.95  0.294
H 2.16 1.93 0.79  0.209
H -2.17 -1.84 -2.29  0.314
H 0.36 0.64 -1.37  0.425

Last place for stability: arrangement x

Arrangement w

The following is a quantum chemistry calculation of one molecule with the formula C22H26N2O5S, from the OMol25 dataset.

Results
multiplicity: 1
charge: 0
Kohn-Sham gap: 8.40 eV
HOMO: -8.0 eV
LUMO: 0.01532 Eh
SMILES string: CC1(C)Cc2cccc(OCC(=O)N3CCN(S(=O)(=O)c4ccccc4)CC3)c2O1

Each line ends with the Mulliken charge.
Cartesian coordinates (Å):
C -1.45 -2.86 0.79  -1.811
C -1.97 -1.89 -0.27  1.541
C -0.97 -1.74 -1.41  -1.666
C -3.36 -2.32 -0.81  -1.209
C -4.23 -1.15 -0.46  0.694
C -5.57 -0.95 -0.70  -0.763
C -6.15 0.23 -0.26  -0.578
C -5.39 1.16 0.42  -0.988
C -4.03 0.98 0.68  0.034
O -3.43 1.95 1.42  -0.443
C -2.03 1.99 1.48  -0.796
C -1.42 2.34 0.12  1.042
O -2.11 2.47 -0.87  -0.679
N -0.08 2.56 0.12  0.064
C 0.84 2.12 1.14  -1.066
C 1.45 0.78 0.71  -0.362
N 2.07 0.87 -0.59  0.329
S 3.64 1.47 -0.53  1.410
O 4.04 1.76 -1.88  -0.759
O 3.79 2.50 0.46  -0.697
C 4.49 0.00 0.03  -0.027
C 5.18 0.00 1.23  -0.148
C 5.83 -1.15 1.64  -0.642
C 5.78 -2.29 0.84  -0.332
C 5.09 -2.28 -0.36  -0.670
C 4.45 -1.13 -0.77  -0.339
C 1.22 1.45 -1.62  -0.615
C 0.59 2.76 -1.15  -0.809
C -3.46 -0.21 0.22  0.792
O -2.15 -0.60 0.36  -0.232
H -1.30 -3.84 0.35  0.428
H -2.16 -2.94 1.61  0.440
H -0.50 -2.50 1.19  0.324
H 0.01 -1.45 -1.03  0.220
H -0.87 -2.68 -1.94  0.499
H -1.32 -0.97 -2.11  0.473
H -3.71 -3.23 -0.32  0.355
H -3.34 -2.49 -1.88  0.345
H -6.15 -1.70 -1.23  0.474
H -7.20 0.42 -0.43  0.371
H -5.83 2.08 0.77  0.473
H -1.80 2.78 2.20  0.468
H -1.63 1.03 1.84  0.307
H 0.36 2.03 2.11  0.521
H 1.65 2.86 1.21  0.371
H 2.21 0.45 1.42  0.568
H 0.65 0.02 0.66  -0.264
H 5.19 0.91 1.82  0.489
H 6.36 -1.16 2.57  0.397
H 6.29 -3.19 1.16  0.386
H 5.07 -3.16 -0.98  0.396
H 3.91 -1.08 -1.71  0.403
H 1.84 1.60 -2.50  0.521
H 0.43 0.73 -1.85  -0.066
H -0.16 3.11 -1.88  0.523
H 1.36 3.52 -1.02  0.307

Arrangement x

The following is a quantum chemistry calculation of C22H26N2O5S as an isolated structure, from the OMol25 dataset.

Results
multiplicity: 1
charge: 0
Kohn-Sham gap: 7.95 eV
HOMO: -8.3 eV
LUMO: -0.01192 Eh

Each line ends with the Mulliken charge.
Cartesian coordinates (Å):
C 3.21 -1.22 -2.29  -1.553
C 2.72 0.02 -1.83  0.905
C 1.61 0.18 -1.21  -0.140
C 1.11 1.53 -0.62  0.371
C -0.28 1.80 0.09  -0.095
C -0.38 3.10 0.65  0.569
C 0.58 4.14 0.51  0.404
N 1.65 3.98 -0.46  -0.641
C 1.98 2.78 -0.89  -0.181
C 3.17 2.49 -1.51  -0.356
C 3.75 1.36 -2.08  -1.267
H 4.52 1.31 -2.65  0.642
H 3.62 3.39 -1.66  0.485
C 0.32 5.43 0.79  -0.412
C -0.25 5.37 2.20  -0.587
C -1.19 4.29 2.67  -0.575
C -1.70 3.42 1.39  -1.709
H -2.17 4.13 0.70  0.331
H -2.18 2.54 1.38  0.680
H -0.78 3.55 3.35  0.356
H -2.20 4.78 2.86  0.289
H -0.33 6.38 2.74  0.395
H 0.86 5.08 2.83  0.149
H 1.22 6.15 0.82  0.273
H -0.61 5.93 -0.04  0.223
C -0.97 0.58 0.31  1.266
O -1.68 0.00 -0.40  -0.600
O -0.97 0.39 1.54  -0.409
C -1.97 -0.53 2.25  -1.404
H -2.93 -0.12 2.47  0.360
H -1.50 -1.01 2.92  0.731
C -2.49 -1.61 1.05  1.092
O -3.52 -1.84 0.80  -0.491
N -1.53 -2.51 0.80  0.126
C -0.09 -2.42 1.23  -0.817
H 0.80 -2.91 0.33  0.199
H 0.17 -1.40 1.20  0.652
H 0.25 -3.06 2.32  0.137
C -1.72 -3.44 -0.34  -0.604
C -1.06 -2.88 -1.65  -0.085
H -1.93 -3.22 -2.33  0.318
H -0.69 -1.86 -1.47  -0.068
S 0.12 -4.03 -2.00  1.081
O 1.21 -3.75 -1.19  -0.669
O 0.31 -4.16 -3.55  -0.764
C -0.78 -5.68 -1.30  -0.905
C -1.33 -4.99 0.05  -1.264
H -0.57 -4.99 0.79  0.311
H -2.06 -5.48 0.25  0.848
H 0.10 -6.21 -1.07  0.465
H -1.47 -5.86 -2.05  0.451
H -2.86 -3.46 -0.43  0.537
H 0.91 -0.69 -1.11  -0.072
H 2.99 -1.26 -3.31  0.388
H 4.23 -1.47 -2.06  0.394
H 2.79 -2.06 -1.81  0.242

Last place for stability: arrangement x